# 1
C19H18BrMnN6O5S | wB97M-V/def2-TZVPD

Each line ends with the natural charge from an NBO analysis.
Atoms and positions in Å:
Br (-2.326288, 3.450536, -5.613636)  0.026
Mn (-1.253934, 0.369291, 1.474263)  1.225
S (1.132771, -2.458667, 1.740002)  2.336
O (-1.840178, 1.559857, -0.448274)  -0.732
O (-2.347159, 2.204793, 2.665355)  -0.652
O (-0.648376, -0.282596, -0.602679)  -0.737
O (2.280075, -2.717082, 2.575841)  -0.961
O (0.054011, -3.411376, 1.793816)  -0.966
N (2.555736, 0.136901, 2.011285)  -0.506
N (0.477487, 1.204302, 2.512169)  -0.575
N (0.458790, -1.002496, 2.055806)  -0.912
N (0.189822, 0.363862, -4.597246)  -0.425
N (-4.344492, 2.457330, 3.663746)  -0.823
N (2.929133, -2.502890, -3.934632)  -0.807
C (2.498658, 2.435653, 2.659022)  -0.396
C (2.976414, -2.070087, -0.269200)  -0.138
C (-2.886780, -0.581729, 2.507858)  -0.823
C (3.160950, 1.283223, 2.255025)  0.108
C (1.208660, -2.834130, -2.266143)  -0.250
C (1.676932, -2.432671, 0.046462)  -0.379
C (2.510552, -2.455632, -2.603346)  0.162
C (-3.262015, 1.710646, 3.312324)  0.700
C (1.120084, 2.335469, 2.740270)  0.113
C (-3.226829, 0.273049, 3.740417)  -0.513
C (-0.478750, 1.315043, -5.246421)  0.002
C (-1.666196, 1.964231, -3.260823)  -0.159
C (1.217758, 0.092222, 2.193877)  0.552
C (-0.057906, 0.199987, -3.301607)  0.060
C (-1.406262, 2.118623, -4.606539)  -0.132
C (3.391632, -2.075505, -1.590074)  -0.293
C (-0.973128, 0.968174, -2.584089)  -0.165
C (0.793225, -2.819189, -0.947817)  -0.139
C (-1.173926, 0.735662, -1.122338)  0.742
H (-4.433969, 3.369264, 3.248961)  0.393
H (2.177470, -2.441635, -4.602130)  0.378
H (-5.170408, 2.016420, 4.022712)  0.388
H (4.238341, 1.284347, 2.104338)  0.180
H (-3.792773, -0.686283, 1.896536)  0.160
H (0.489957, -0.581154, -2.788190)  0.234
H (-4.164569, -0.010715, 4.237604)  0.171
H (-0.217615, -3.089420, -0.674401)  0.248
H (-2.584665, -1.579815, 2.833367)  0.198
H (0.521874, -3.112204, -3.058564)  0.198
H (-0.260629, 1.435283, -6.300629)  0.196
H (3.696460, -1.892230, -4.158863)  0.372
H (4.400478, -1.771952, -1.848243)  0.198
H (-2.375119, 2.580414, -2.725253)  0.253
H (0.498796, 3.188821, 2.992990)  0.200
H (-2.418989, 0.177343, 4.471090)  0.229
H (3.015550, 3.361623, 2.862477)  0.213
H (3.639341, -1.782911, 0.533524)  0.248

Cartesian forces (eV/Å) of the 3 atoms listed first:
Br 0.064 -0.077 0.058
Mn -0.534 -0.437 -0.160
S -0.417 0.039 0.210

Summary:
Kohn-Sham gap (alpha / beta) = 7.0 / 6.5 eV
charge = -1
LUMO energy (alpha / beta) = 0.0858 / 0.0858 Eh
expectation value of S² = 0.795
multiplicity = 2


# 2
C7H19N2OPS | wB97M-V/def2-TZVPD

Each line ends with the natural charge from an NBO analysis.
Atoms and positions in Å:
S (1.369441, 1.951433, -1.259736)  -0.441
P (0.916949, 0.531737, 0.007696)  1.681
O (-1.632041, 0.068646, 0.300322)  -0.729
N (1.226560, -1.102084, -0.220001)  -0.767
N (1.569767, 0.834123, 1.546387)  -0.793
C (1.237995, -1.412911, -1.658163)  -0.425
C (0.564026, -1.997241, 0.714433)  -0.418
C (2.828034, 0.219945, 1.956045)  -0.413
C (-1.944790, -0.020609, -2.129803)  -0.632
C (-3.870447, 0.127279, -0.431982)  -0.617
C (-2.374464, 0.466772, -0.739563)  0.106
C (1.480218, 2.122573, 2.103674)  -0.432
H (-4.131583, 0.424177, 0.547885)  0.218
H (-4.520043, 0.532388, -1.175338)  0.201
H (3.610806, 1.070914, 1.949180)  0.196
H (-2.314743, 1.587186, -0.991843)  0.112
H (1.987446, -0.841213, -2.050401)  0.215
H (-2.689796, 0.278195, -2.859581)  0.210
H (2.392836, 2.615626, 2.217764)  0.197
H (3.057058, -0.668571, 1.240624)  0.231
H (2.778232, -0.061543, 2.999559)  0.203
H (0.778569, -1.510005, 1.749976)  0.223
H (1.431533, -2.478564, -1.782704)  0.206
H (1.013230, 2.910396, 1.508344)  0.231
H (-1.746636, -1.103061, -2.178291)  0.181
H (-0.860609, 0.425211, -2.381034)  0.197
H (-0.503746, -2.056629, 0.500590)  0.240
H (1.076750, -2.930284, 0.514095)  0.202
H (0.412727, -1.263371, -2.306268)  0.216
H (0.921930, 2.231074, 3.012179)  0.205
H (-4.065207, -0.951574, -0.704054)  0.195

Cartesian forces (eV/Å) of the 3 atoms listed first:
S -0.670 -1.206 0.507
P -0.433 0.412 1.084
O 3.200 0.009 0.918

Summary:
Kohn-Sham gap (alpha / beta) = 7.2 / 7.2 eV
LUMO energy (alpha / beta) = -0.0377 / -0.0377 Eh


# 3
C17H23AuN7O4S | wB97M-V/def2-TZVPD

Each line ends with the natural charge from an NBO analysis.
Atoms and positions in Å:
Au (0.096247, -0.800296, -1.099406)  1.016
S (0.976804, 1.285478, -2.069777)  -0.056
O (0.359414, -2.722202, 1.346006)  -0.591
O (-1.886490, -1.413906, -1.466399)  -0.725
O (0.374960, 0.405258, 1.425558)  -0.696
O (-1.963141, 0.539676, 0.462572)  -0.538
N (2.190452, -0.767391, -1.252688)  -0.567
N (0.920905, 2.619977, 1.294252)  -0.412
N (-4.090387, -1.567667, -1.536126)  -0.369
N (1.316596, -1.707162, 3.191547)  -0.792
N (-2.921438, -2.510369, 1.185463)  -0.288
N (3.578218, 0.766039, -2.407231)  -0.463
N (-1.453939, 0.049957, 4.689814)  -0.199
C (3.226608, -1.495077, -0.867070)  0.111
C (-1.038594, -1.450428, 2.679384)  -0.143
C (-2.994272, -0.916887, -1.145404)  0.714
C (2.320630, 2.399846, 1.614667)  -0.412
C (2.420184, 0.365200, -2.015471)  0.257
C (-1.385673, -0.600596, 3.730611)  0.217
C (-2.054474, -1.979816, 1.819423)  0.297
C (4.481480, -1.097650, -1.305669)  -0.315
C (0.396191, 3.948685, 0.913257)  -0.417
C (4.590944, -0.001654, -2.118006)  0.306
C (-1.394428, 1.811474, 0.673628)  -0.159
C (5.917956, 0.363200, -2.765619)  -0.663
C (0.291314, -2.009361, 2.330698)  0.665
C (-3.095530, 0.448252, -0.357100)  -0.131
C (-4.008939, -2.946228, -2.018114)  -0.419
C (0.059372, 1.559209, 1.165917)  0.704
C (-5.414915, -1.120937, -1.121461)  -0.415
H (-4.005813, 0.470544, 0.159384)  0.209
H (2.411203, 1.362137, 1.804175)  0.230
H (-5.694256, -1.440669, -0.155098)  0.220
H (-1.411641, 2.251307, -0.297003)  0.196
H (6.333726, -0.373214, -3.435426)  0.245
H (-4.737051, -3.579415, -1.429288)  0.222
H (-0.454090, 4.122753, 1.524495)  0.204
H (5.434873, -1.636160, -1.066761)  0.247
H (-1.816041, 2.456350, 1.443579)  0.211
H (5.747645, 1.242427, -3.381455)  0.244
H (1.226729, -0.868312, 3.777086)  0.407
H (0.106697, 4.042100, -0.125372)  0.210
H (-5.430210, -0.012639, -1.213511)  0.206
H (-4.158752, -3.020406, -3.047094)  0.218
H (-2.947229, 1.276570, -1.057198)  0.205
H (2.578086, 2.951289, 2.528585)  0.210
H (1.110203, 4.705983, 1.219990)  0.230
H (2.953655, 2.770731, 0.817779)  0.211
H (6.661499, 0.657102, -2.040140)  0.239
H (3.120527, -2.412216, -0.314565)  0.237
H (-6.130973, -1.432956, -1.891239)  0.230
H (2.283184, -1.775110, 2.855519)  0.408
H (-2.998017, -3.212804, -1.653721)  0.248

Cartesian forces (eV/Å) of the 3 atoms listed first:
Au 0.106 -0.621 -0.037
S -0.750 0.519 -0.696
O 0.436 0.229 0.118

Summary:
Kohn-Sham gap (alpha / beta) = 9.0 / 6.4 eV
charge = +1
LUMO energy (alpha / beta) = -0.0966 / -0.1932 Eh
expectation value of S² = 2.033
multiplicity = 3


# 4
C17H30N5O2PS | wB97M-V/def2-TZVPD

Each line ends with the natural charge from an NBO analysis.
Atoms and positions in Å:
S (4.788579, -0.087905, -1.243116)  0.234
P (1.289884, 0.107598, -1.419062)  1.538
O (0.588959, 1.346659, -1.057541)  -1.050
O (-4.908927, -0.319120, 1.231881)  -0.375
N (3.691345, -1.174781, -0.359127)  -0.508
N (-4.397616, 0.878920, 1.024308)  0.001
N (5.190032, -2.132062, 1.239996)  -0.536
N (3.034271, -1.574416, 1.820357)  -0.560
N (8.432817, -2.616090, -1.407531)  -0.362
C (7.468614, -1.570370, 0.529982)  -0.286
C (-2.226364, 1.998836, 0.529570)  -0.624
C (-5.425913, 1.737311, 0.367561)  0.104
C (-6.769863, 1.566201, 1.067629)  -0.605
C (-5.579675, 1.402155, -1.118124)  -0.419
C (6.224277, -3.214430, -0.682662)  -0.259
C (6.317327, -2.310919, 0.356177)  0.132
C (2.425176, -0.363983, -0.058665)  -0.411
C (-3.091961, 0.728725, 0.328197)  0.091
C (4.044937, -1.618945, 0.871609)  0.680
C (-3.270888, 0.439464, -1.166788)  -0.412
C (8.492900, -1.773390, -0.381778)  0.066
C (-2.299175, -0.425445, 0.938005)  -0.589
C (7.315741, -3.324519, -1.529685)  0.070
C (-5.064621, 3.225497, 0.515146)  -0.625
C (-4.246595, 1.383501, -1.861769)  -0.403
C (1.806261, -1.111191, 1.113055)  -0.239
H (-2.047357, 2.533014, -0.402898)  0.218
H (2.817945, 0.557764, 0.364162)  0.245
H (-5.906282, 3.837345, 0.192401)  0.220
H (0.413053, -0.990160, -1.528886)  -0.066
H (-2.665555, 2.695233, 1.240191)  0.224
H (-2.180630, -0.295013, 2.015626)  0.218
H (-6.681371, 1.756347, 2.138153)  0.219
H (-4.859188, 3.471270, 1.557781)  0.217
H (1.226353, -1.936034, 0.711215)  0.211
H (1.216863, -0.444507, 1.720336)  0.260
H (-3.637077, -0.585366, -1.293156)  0.210
H (2.836686, -2.553699, 2.032620)  0.412
H (-4.208872, 3.529695, -0.084198)  0.210
H (-7.486560, 2.275354, 0.655795)  0.211
H (5.752674, 0.116272, -0.329733)  0.135
H (-3.824997, 2.389819, -1.932308)  0.199
H (-2.293262, 0.481824, -1.655212)  0.210
H (2.084652, 0.186898, -2.577139)  -0.058
H (-1.306959, -0.445915, 0.479956)  0.174
H (-4.405489, 1.051230, -2.889381)  0.218
H (9.400632, -1.204116, -0.265286)  0.216
H (-2.766833, -1.393404, 0.758276)  0.229
H (-6.055976, 0.422647, -1.225749)  0.215
H (7.570380, -0.859159, 1.331479)  0.241
H (-1.250263, 1.744105, 0.938501)  0.211
H (-7.182990, 0.568189, 0.929905)  0.231
H (5.319913, -3.786780, -0.795555)  0.235
H (5.286916, -2.428658, 2.199992)  0.445
H (7.258310, -4.016625, -2.354082)  0.216
H (-6.254238, 2.125129, -1.580430)  0.221

Cartesian forces (eV/Å) of the 3 atoms listed first:
S 0.071 -0.455 -0.741
P -0.426 0.365 0.188
O -0.055 0.279 0.101

Summary:
Kohn-Sham gap (alpha / beta) = 6.2 / 7.0 eV
charge = +1
LUMO energy (alpha / beta) = -0.1459 / -0.1459 Eh
expectation value of S² = 0.754
multiplicity = 2


What did we get for molar mass? Answer: 577.30 210.28 618.45 399.50 g mol⁻¹, in the order shown.